Here is the molecule C5H8O2 from the Open Molecules 2025 dataset. Energies are from the ωB97M-V functional and the def2-TZVPD basis.

Structure (ORCA input):
```
! RIJCOSX wB97M-V def2-TZVPD def2/J DEFGRID3
* xyz 0 1
C -1.87 0.48 0.19
C -0.85 1.13 -0.38
C 0.56 1.09 0.17
C 1.15 -0.35 0.23
O 1.94 -0.59 -0.90
C 0.08 -1.45 0.25
O -0.21 -2.03 -0.78
H -1.75 0.00 1.16
H -2.83 0.34 -0.31
H -0.99 1.62 -1.34
H 0.64 1.62 1.13
H 1.23 1.61 -0.52
H 1.77 -0.46 1.14
H 1.36 -1.11 -1.49
H -0.40 -1.75 1.21
*
```

The orbital gap comes out at 10.51 eV. The total energy is -345.7404 a.u. As for the HOMO energy: -9.7551 eV. For the energy above the lowest of the compared OMol25 structures with the same formula, charge and spin, the calculation gives 1.758 eV. Its largest force on an atom is 0.62 eV/A. The LUMO energy is 0.76 eV. Its SMILES is C=CC[C@H](O)C=O.